Here is 3 unconnected molecules or ions with the total composition C22H46FN2O7P from the OMol25 dataset. Energies are from ωB97M-V/def2-TZVPD.

The geometry in ORCA input format:
```
! wB97M-V def2-TZVPD RIJCOSX def2/J DEFGRID3
* xyz 0 1
C 4.874 -1.101 -0.631
C 5.233 0.339 -0.411
O 5.834 0.704 0.576
O 4.888 1.232 -1.376
C 3.505 1.167 -1.745
C 2.575 1.586 -0.614
C 1.792 2.864 -0.931
C 0.594 2.610 -1.842
C -0.722 2.410 -1.109
C -0.770 1.149 -0.239
C -0.358 1.386 1.213
C -0.877 0.274 2.128
P 0.128 -1.272 2.034
F 1.128 -0.964 0.827
C -1.094 -2.390 1.209
C -1.331 -2.190 -0.268
O -2.417 -1.801 -0.689
O -0.275 -2.521 -1.093
C 0.220 -1.488 -1.907
C -0.737 -0.713 -2.757
O 1.429 -1.319 -1.947
H 4.980 -1.396 -1.667
H 3.837 -1.280 -0.375
H 5.526 -1.701 -0.024
H 3.400 1.795 -2.617
H 3.260 0.157 -2.057
H 1.866 0.780 -0.486
H 3.111 1.691 0.320
H 2.473 3.531 -1.449
H 1.483 3.351 -0.015
H 0.789 1.770 -2.500
H 0.459 3.472 -2.489
H -0.945 3.270 -0.485
H -1.515 2.341 -1.845
H -0.116 0.388 -0.651
H -1.779 0.748 -0.228
H 0.718 1.423 1.320
H -0.812 2.320 1.507
H -1.913 0.052 1.892
H -0.856 0.600 3.159
H -0.808 -3.424 1.373
H -2.041 -2.214 1.696
H -1.612 -0.374 -2.228
H -0.196 0.140 -3.133
H -1.063 -1.314 -3.594
C -2.930 -7.805 -2.121
O -2.546 -6.494 -1.755
C -2.357 -6.281 -0.373
C -0.998 -6.736 0.175
C -0.870 -8.246 0.343
N 0.114 -6.247 -0.642
H -3.583 -8.257 -1.369
H -2.061 -8.447 -2.285
H -3.478 -7.737 -3.061
H -2.425 -5.197 -0.236
H -3.183 -6.727 0.198
H -0.896 -6.290 1.170
H -0.691 -8.747 -0.607
H -0.027 -8.480 0.991
H -1.770 -8.673 0.792
H 0.090 -5.231 -0.652
H -0.080 -6.509 -1.605
C -0.647 6.809 0.106
O 0.011 5.773 0.812
C 0.350 6.066 2.155
C -0.807 5.894 3.149
C -1.838 7.017 3.116
N -1.488 4.610 2.952
H -0.285 7.795 0.409
H -1.730 6.759 0.238
H -0.433 6.670 -0.953
H 1.128 5.345 2.417
H 0.802 7.064 2.227
H -0.368 5.890 4.151
H -2.511 6.929 2.264
H -2.455 6.985 4.013
H -1.356 7.996 3.073
H -0.816 3.862 3.092
H -1.727 4.549 1.966
*
```

* gap between HOMO and LUMO: 9.8 eV
* maximum force: 2.8 eV/A
* highest occupied orbital energy: -9.4 eV
* electronic energy: -52878.633 eV
* LUMO level: 0.42 eV
* SMILES: CC(=O)OCCCCCCCCP(F)CC(=O)OC(C)=O.COC[C@@H](C)N.COC[C@@H](C)N



Here is a molecular structure, C40H63N10O5SSbY from the OMol25 dataset. Energies are from ωB97M-V/def2-TZVPD.

The geometry in ORCA input format:
```
! wB97M-V def2-TZVPD RIJCOSX def2/J DEFGRID3
* xyz 1 1
Y -0.051 0.128 -0.364
N 1.205 1.302 -2.531
C 1.286 2.731 -2.199
C 2.414 3.488 -2.891
C 3.827 3.089 -2.477
C 4.166 3.465 -1.030
N 3.631 4.768 -0.639
C 4.208 5.933 -0.774
N 5.459 6.057 -1.240
N 3.525 7.041 -0.452
C 1.368 2.932 -0.678
O 1.415 4.104 -0.255
O 1.400 1.883 0.026
H 2.070 0.985 -2.955
H 0.465 1.134 -3.206
H 0.347 3.200 -2.492
H 2.264 4.553 -2.706
H 2.318 3.350 -3.971
H 4.530 3.555 -3.172
H 3.984 2.009 -2.568
H 5.242 3.414 -0.855
H 3.712 2.753 -0.341
H 2.617 4.708 -0.402
H 5.999 5.243 -1.470
H 5.930 6.944 -1.233
H 2.598 6.961 -0.069
H 3.944 7.952 -0.499
C -6.198 3.637 3.528
O -4.974 2.920 3.427
C -4.411 2.769 2.207
C -5.004 3.249 1.017
C -4.346 3.040 -0.166
C -3.114 2.364 -0.241
C -2.440 2.222 -1.503
C -3.055 2.777 -2.761
O -1.333 1.659 -1.623
C -2.535 1.861 0.966
O -1.420 1.201 0.977
C -3.207 2.097 2.175
H -6.438 3.672 4.586
H -7.000 3.126 2.992
H -6.094 4.655 3.148
H -5.948 3.768 1.026
H -4.799 3.414 -1.075
H -4.041 2.343 -2.928
H -2.417 2.522 -3.603
H -3.164 3.861 -2.695
H -2.779 1.715 3.093
C 0.753 2.713 3.243
Sb 0.795 0.627 2.800
C 2.692 0.250 3.783
C -0.425 0.050 4.486
H 0.968 2.856 4.302
H -0.236 3.105 3.005
H 1.488 3.229 2.628
H 2.553 0.184 4.862
H 3.381 1.070 3.566
H 3.141 -0.680 3.423
H 0.205 -0.358 5.277
H -1.164 -0.689 4.179
H -0.943 0.930 4.869
C -4.386 -0.822 -3.872
C -4.286 -0.605 -2.505
C -3.089 -0.822 -1.834
C -1.943 -1.250 -2.511
C -2.058 -1.465 -3.893
C -3.256 -1.254 -4.558
N -0.712 -1.421 -1.830
C 0.093 -2.460 -2.353
C 1.422 -2.252 -2.720
C 2.213 -3.291 -3.197
C 1.697 -4.570 -3.331
C 0.366 -4.791 -2.992
C -0.417 -3.753 -2.518
H -5.322 -0.667 -4.391
H -5.153 -0.278 -1.941
H -3.050 -0.673 -0.762
H -1.190 -1.798 -4.450
H -3.307 -1.430 -5.626
H 1.833 -1.253 -2.638
H 3.239 -3.093 -3.487
H 2.311 -5.377 -3.709
H -0.065 -5.779 -3.109
H -1.462 -3.924 -2.309
C 1.777 -4.624 2.537
C 0.673 -3.593 2.591
N 0.760 -2.779 1.388
C 1.955 -2.272 0.951
N 1.935 -1.221 0.175
C 3.226 -0.666 -0.217
C 4.258 -1.752 -0.437
C 4.398 -2.524 0.855
N 3.086 -2.932 1.337
C 3.094 -3.884 2.445
H 1.642 -5.248 1.651
H 1.767 -5.263 3.420
H 0.773 -2.981 3.497
H -0.314 -4.054 2.615
H -0.029 -2.146 1.269
H 3.577 0.025 0.563
H 3.083 -0.066 -1.117
H 5.223 -1.337 -0.731
H 3.911 -2.423 -1.226
H 4.907 -1.917 1.614
H 4.992 -3.429 0.707
H 3.295 -3.360 3.387
H 3.920 -4.576 2.276
C -3.095 -4.971 -0.102
N -2.393 -3.791 0.392
C -2.749 -3.043 1.443
S -2.261 -1.418 1.581
N -3.542 -3.576 2.395
C -3.570 -4.973 2.819
H -3.254 -4.859 -1.170
H -4.071 -5.050 0.367
H -2.535 -5.890 0.070
H -1.774 -3.316 -0.257
H -3.805 -2.896 3.091
H -2.764 -5.528 2.349
H -4.517 -5.458 2.582
H -3.420 -5.016 3.896
*
```

* gap between HOMO and LUMO: 6.8 eV
* maximum force: 2.1 eV/A
* highest occupied orbital energy: -8.6 eV
* electronic energy: -86059.262 eV
* LUMO level: -1.89 eV



Here is 3 unconnected molecules or ions with the total composition C5H17N2O from the OMol25 dataset. Energies are from ωB97M-V/def2-TZVPD.

The geometry in ORCA input format:
```
! wB97M-V def2-TZVPD RIJCOSX def2/J DEFGRID3
* xyz 1 1
N -4.505 0.078 -0.634
C -3.028 0.014 -0.335
C -2.786 -0.602 1.081
N 1.599 -0.356 -1.358
C 3.180 1.332 -0.373
C 2.730 -0.204 -0.456
C 2.379 -0.787 0.907
H -4.975 0.841 -0.142
H 1.649 -1.195 -1.934
H -4.715 0.054 -1.673
H -2.462 0.954 -0.323
H -2.561 -0.671 -1.072
H -3.400 -1.375 1.488
H -2.659 0.174 1.814
H -1.794 -0.954 0.893
H 3.410 1.677 -1.409
H 4.182 1.411 0.099
H 2.468 2.053 0.077
H 3.515 -0.848 -0.899
H 2.444 -1.883 0.828
H 3.166 -0.530 1.658
H 1.388 -0.539 1.344
H 0.684 -0.210 -0.807
H 0.297 1.171 0.762
O -0.208 0.395 0.464
*
```

* gap between HOMO and LUMO: 3.4 eV
* maximum force: 3.5 eV/A
* highest occupied orbital energy: -12.8 eV
* electronic energy: -10474.221 eV
* LUMO level: -9.45 eV



Here is 2 unconnected molecules or ions with the total composition C9H14NO3Se from the OMol25 dataset. Energies are from ωB97M-V/def2-TZVPD.

The geometry in ORCA input format:
```
! wB97M-V def2-TZVPD RIJCOSX def2/J DEFGRID3
* xyz -1 1
C 0.170 2.006 1.413
C 0.528 -0.298 0.991
C -2.284 0.975 -0.631
C -2.368 1.783 0.792
C -1.804 -0.396 -0.153
C -1.161 1.275 1.489
C 1.485 -0.597 -1.420
C 3.587 -1.346 0.991
C 1.259 -1.084 0.005
N -0.905 -0.094 0.912
O 1.074 1.147 1.011
O 0.257 3.212 1.566
O 0.915 -0.809 2.283
Se 3.761 -2.995 1.711
H -3.247 0.915 -1.139
H -1.434 1.311 -1.287
H -2.535 2.937 0.633
H -3.206 1.550 1.393
H -2.730 -0.953 0.241
H -1.228 -1.069 -0.956
H -1.272 1.143 2.622
H 1.903 0.485 -1.540
H 2.204 -1.340 -1.878
H 0.439 -0.559 -1.844
H 4.007 -1.081 0.034
H 3.616 -0.519 1.663
H 0.877 -2.123 0.088
H 1.830 -0.904 2.219
*
```

* gap between HOMO and LUMO: 6.0 eV
* maximum force: 4.4 eV/A
* highest occupied orbital energy: -2.8 eV
* electronic energy: -82536.682 eV
* LUMO level: 3.21 eV



Here is 2 unconnected molecules or ions with the total composition CH2N2O2 from the OMol25 dataset. Energies are from ωB97M-V/def2-TZVPD.

The geometry in ORCA input format:
```
! wB97M-V def2-TZVPD RIJCOSX def2/J DEFGRID3
* xyz 0 3
C -0.206 -0.081 -0.332
N -1.313 -0.282 -0.769
N -2.433 0.295 1.680
O -1.374 0.187 2.208
O -3.542 0.500 2.019
H 0.698 0.023 -0.932
H -0.040 0.008 0.766
*
```

* ⟨S²⟩: 2.013
* gap between HOMO and LUMO (spin up / spin down): 9.5 / 10.5 eV
* maximum force: 2.7 eV/A
* highest occupied orbital energy (spin up / spin down): -9.4 / -12.3 eV
* electronic energy: -8138.491 eV
* LUMO level (spin up / spin down): 0.15 / -1.80 eV